[1]
Below is a cluster of 15 separate species, C81H162F2N6O19 in total in a non-equilibrium geometry, with properties calculated with wB97M-V/def2-TZVPD.

Geometry as XYZ:
```
270
Properties=species:S:1:pos:R:3:mulliken_spin:R:1
F -3.764 -6.205 3.107 0.000
F 4.252 0.749 4.264 0.000
O -4.170 0.277 1.527 0.000
O -2.346 5.285 3.432 0.000
O 1.881 -1.126 -6.477 0.000
O -3.995 5.455 -0.174 0.000
O -4.096 -4.451 1.644 0.000
O -0.573 3.780 -3.922 0.000
O -1.927 -4.208 1.605 0.000
O 2.264 -4.023 -4.370 0.040
O 1.156 -5.503 7.239 0.000
O -3.188 -2.331 1.287 0.004
O -3.123 -2.199 -4.497 0.002
O 5.077 1.994 -3.934 0.000
O 6.340 2.426 3.156 0.000
O 4.609 2.903 4.391 0.000
O 4.172 -1.992 0.750 0.000
O -0.299 2.762 5.900 0.000
O 6.566 3.813 5.035 0.000
O 1.629 7.093 -4.473 0.000
O 2.483 -0.002 1.012 0.003
N 1.674 -4.896 -3.498 0.721
N 5.913 3.135 -3.836 0.000
N 0.002 -4.726 7.187 0.000
N 1.406 -0.104 0.136 0.002
N -5.095 0.137 2.511 0.000
N -3.363 -1.003 -3.862 0.000
C -3.108 -3.554 1.422 0.000
C 5.241 1.923 2.437 0.001
C -4.066 -0.018 -6.060 -0.001
C -0.998 -2.512 6.683 0.001
C -6.844 1.434 1.310 0.000
C 2.218 1.158 -5.688 0.001
C -4.662 4.582 0.290 0.000
C 5.183 3.483 -1.408 0.000
C 0.839 0.708 5.197 0.001
C -0.038 1.045 1.743 0.003
C 0.428 1.807 6.235 0.000
C 4.203 1.836 3.545 0.000
C 4.062 -0.508 -5.585 -0.001
C 7.766 2.362 -5.157 0.000
C 1.259 -3.582 -1.340 0.047
C -3.291 -0.064 4.198 0.001
C -1.363 -6.498 8.250 0.000
C 4.704 -2.564 1.685 0.000
C -1.448 4.559 -3.567 0.000
C -0.722 -4.332 -3.755 0.115
C -1.559 5.640 2.545 0.000
C 1.418 -2.796 7.185 0.000
C -4.167 2.284 3.589 -0.002
C 2.004 6.097 -5.029 0.000
C 7.562 4.820 -4.783 0.000
C -6.931 0.998 4.491 0.000
C 5.897 3.116 4.277 0.000
C -0.990 0.493 -1.334 -0.002
C -1.543 4.962 -2.090 0.000
C 0.361 -5.420 -3.888 -0.036
C -3.578 -5.734 1.875 0.000
C 0.734 1.644 7.699 0.000
C 1.811 2.191 -0.806 0.000
C -2.077 -5.628 1.613 0.000
C 7.020 4.838 -2.320 0.000
C 8.115 5.002 -3.377 0.000
C -4.475 -0.928 -2.937 0.001
C -4.184 3.143 0.311 0.003
C 6.154 -2.152 2.077 0.000
C -4.211 -1.813 -1.692 0.001
C 0.249 -3.479 6.486 0.001
C 2.791 0.288 -1.918 0.003
C 1.584 -6.057 -1.285 0.038
C 3.605 -4.696 -1.754 0.014
C 0.530 -3.680 4.975 -0.001
C 4.010 -3.598 2.482 0.000
C 0.170 -6.543 -1.594 -0.025
C 6.761 3.479 -4.953 0.000
C 2.048 -4.756 -2.035 -0.008
C 0.117 -1.468 1.807 -0.004
C -2.365 -3.147 6.513 0.000
C -7.403 0.042 3.387 0.000
C -1.035 -0.381 -0.085 -0.006
C -3.152 0.130 -4.833 0.000
C 0.032 -6.699 -3.097 0.029
C 0.358 0.363 -2.052 -0.001
C 7.330 2.391 -1.834 0.000
C -2.451 5.030 -4.520 0.000
C 6.350 3.412 -2.420 0.001
C 2.452 4.904 -4.172 0.000
C -4.676 1.657 -3.353 -0.001
C -3.390 1.535 -4.190 -0.001
C -6.028 4.816 0.968 0.000
C 2.642 -0.257 -6.002 0.001
C -6.765 -1.050 1.223 0.000
C -4.752 0.453 -2.291 0.001
C -1.710 6.913 1.877 0.000
C -1.628 0.137 -5.327 0.004
C 0.350 -5.871 -5.345 0.027
C -6.479 0.154 2.139 0.000
C -4.551 0.799 3.751 0.001
C -1.611 -6.260 5.796 0.000
C 2.089 5.945 -6.507 0.000
C -2.456 -4.447 7.347 0.000
C -1.297 -5.466 7.089 0.000
C 1.544 0.695 -1.107 -0.001
C 6.042 3.574 -6.301 0.000
C -5.563 0.612 4.833 0.000
C -0.386 4.766 2.110 0.000
C 0.120 -0.246 0.864 -0.004
C -5.790 -1.422 -3.536 0.000
H 3.130 5.884 -6.827 0.000
H 1.828 -3.301 -0.454 -0.004
H -0.916 7.616 2.126 0.000
H 5.466 2.717 -6.649 0.000
H 2.983 1.935 -5.671 0.000
H -1.313 -6.279 9.316 0.000
H -0.093 -4.510 4.642 0.000
H -6.350 -0.896 0.227 0.000
H -5.007 2.836 3.168 0.000
H -4.816 -1.795 -0.786 -0.001
H -3.293 -1.154 4.155 -0.001
H -3.432 -4.836 7.061 0.000
H 1.818 1.091 -4.677 -0.001
H -5.279 1.194 5.710 0.000
H 3.705 0.431 -1.342 -0.001
H 0.240 -3.853 -1.067 -0.003
H 7.329 1.389 -5.382 0.000
H -7.906 1.384 1.071 0.000
H -2.627 -3.377 5.481 -0.001
H -2.254 -7.111 8.114 0.000
H 1.356 -2.795 8.273 0.000
H 3.781 -4.639 -0.680 0.004
H 6.617 -3.137 2.140 0.000
H -5.655 -2.427 -3.934 0.000
H 0.947 2.591 -0.275 0.001
H -5.525 1.570 -4.031 0.000
H -0.811 -1.491 2.378 0.001
H 3.083 -0.706 0.754 -0.001
H -2.174 5.844 -1.982 0.000
H 2.001 -3.180 -3.994 0.033
H -4.082 -6.424 1.197 0.000
H 4.995 2.642 1.656 0.000
H -2.304 4.496 -5.459 0.000
H -3.123 -2.459 6.889 0.000
H -2.369 0.318 3.760 0.000
H 4.519 4.321 -1.616 0.000
H 3.252 -4.167 1.943 0.000
H -3.180 -1.609 -1.404 0.000
H 1.643 2.204 7.915 0.000
H 1.397 -5.417 8.164 0.000
H -5.916 4.513 2.009 0.000
H 3.940 -3.750 -2.180 0.001
H -8.474 0.068 3.187 0.000
H -0.984 -7.018 -3.327 -0.001
H -6.220 -0.754 -4.283 0.000
H -1.514 -6.130 2.399 0.000
H 0.872 1.367 2.248 0.001
H 1.468 -0.092 5.589 0.000
H 0.885 0.615 8.024 0.000
H -3.094 3.120 0.322 0.000
H 9.002 4.432 -3.098 0.000
H 1.881 4.009 -4.421 0.000
H -2.554 1.807 -3.546 0.000
H 0.365 4.520 2.860 0.000
H 1.587 5.039 -6.848 0.000
H -1.690 6.738 0.802 0.000
H 1.445 1.503 -6.374 0.000
H 4.620 2.550 -1.452 -0.001
H 0.349 -0.662 -2.423 0.002
H 0.254 5.386 1.482 0.000
H 0.322 -2.807 4.356 0.000
H -1.652 -4.756 -4.133 0.010
H 3.520 4.702 -4.255 0.000
H -3.239 2.405 3.030 0.001
H 6.258 5.608 -2.445 0.000
H 8.308 2.427 -2.312 0.000
H -4.442 2.616 -0.608 0.000
H -1.361 -0.653 -6.030 0.000
H -4.446 -1.022 -6.252 0.000
H -6.288 -1.968 1.564 0.000
H 0.672 -7.514 -3.434 -0.001
H -1.828 0.215 -1.973 0.000
H -6.321 1.632 0.374 0.000
H 1.578 -3.927 4.806 0.000
H -1.159 -1.398 -0.457 0.001
H -6.723 2.327 1.923 0.000
H -4.011 -2.810 -2.084 0.000
H -3.434 4.841 -4.089 0.000
H -0.537 5.167 -1.724 0.000
H -1.896 -5.913 0.576 0.000
H 0.515 1.011 -2.914 0.001
H -3.050 0.038 5.256 0.000
H 0.797 -5.137 -6.016 0.001
H 5.418 0.921 2.047 0.000
H 2.267 -6.848 -1.594 -0.006
H -2.617 7.464 2.125 0.000
H -3.331 2.336 -4.927 0.000
H -2.342 6.082 -4.784 0.000
H 2.718 -0.782 -2.113 0.001
H 1.741 6.840 -7.022 0.000
H -0.807 0.868 2.495 0.001
H 4.236 -5.397 -2.300 -0.009
H 0.772 -1.463 2.678 0.001
H 0.980 -6.745 -5.513 -0.005
H -1.687 -5.577 4.949 0.000
H -6.649 -1.628 -2.897 0.000
H -5.530 -0.441 5.112 0.000
H -0.804 -6.975 5.638 0.000
H 2.707 2.433 -0.234 0.000
H -5.617 0.532 -1.632 0.000
H -0.476 -3.444 -4.337 -0.009
H 1.650 -6.078 -0.197 0.000
H 3.203 1.902 3.116 0.000
H -7.825 -1.266 1.085 0.000
H -2.278 -2.450 -4.119 -0.003
H 7.459 4.992 -1.334 0.000
H 6.590 -1.528 1.297 0.000
H -7.011 2.082 4.412 0.000
H -3.925 0.631 -1.603 0.000
H 8.317 2.120 -4.249 0.000
H 6.321 -1.716 3.062 0.000
H -4.023 2.700 4.586 0.000
H -1.911 -0.083 0.491 0.003
H 1.240 -2.758 -2.054 0.025
H 0.028 -7.500 -1.092 0.000
H 0.156 -2.450 1.335 0.001
H 6.880 5.611 -5.097 0.000
H -2.566 -4.297 8.421 0.000
H 5.744 1.304 -3.905 0.000
H 2.970 0.793 -2.868 0.000
H -1.413 1.061 -5.865 0.000
H -1.969 4.177 -1.466 0.000
H 8.412 6.050 -3.339 0.000
H 4.298 -1.524 -5.901 0.000
H -0.424 1.868 1.141 -0.001
H -0.900 -4.086 -2.708 -0.008
H -3.906 -0.641 1.431 -0.001
H -6.883 4.335 0.494 0.000
H -0.554 -5.871 -1.133 0.002
H 2.179 5.081 -3.132 0.000
H 8.493 2.564 -5.944 0.000
H 8.379 4.953 -5.492 0.000
H -0.598 3.908 1.472 0.000
H -3.508 0.341 -6.925 0.000
H -6.233 5.877 1.111 0.000
H 2.409 -3.194 6.968 0.000
H 1.893 2.806 -1.702 0.001
H 1.544 -1.790 6.784 0.000
H -7.177 -0.936 3.813 0.000
H -2.607 -6.703 5.830 0.000
H -4.453 2.502 1.150 -0.001
H 4.697 0.284 -5.982 0.000
H 4.767 -4.203 2.981 0.000
H -0.998 0.121 -4.438 -0.002
H -7.489 0.809 5.408 0.000
H -0.521 -7.190 8.250 0.000
H -0.993 -1.634 6.036 -0.001
H 1.458 1.217 4.459 -0.001
H -0.037 0.327 4.672 0.000
H -0.080 2.128 8.240 0.000
H -0.660 -6.168 -5.625 0.000
H 4.121 -0.599 -4.500 0.000
H -4.950 0.620 -6.059 0.000
H 6.710 3.795 -7.134 0.000
H 6.979 1.387 -2.072 0.000
H -4.824 2.594 -2.816 0.000
H 3.575 -3.077 3.335 0.000
H -1.219 1.500 -0.984 0.001
H 5.413 3.614 -0.350 0.000
H 5.289 4.337 -6.104 0.000
H -0.987 -2.166 7.716 0.000
H 7.491 2.467 -0.758 0.000
```

As for the total charge: +1. As for the largest force on an atom: 4.2 eV/Å. Its spin multiplicity is 2. The calculation puts the frontier orbital gap (spin up / spin down) at 7.04 / 2.79 eV. As for the expectation value of S²: 0.755. The electronic energy is -139884.302 eV.

[2]
Below is an isolated molecule of C5H10O3S in a non-equilibrium geometry, with properties calculated with wB97M-V/def2-TZVPD.

Geometry as XYZ:
```
19
Properties=species:S:1:pos:R:3:nbo_charge:R:1
S -1.954 0.262 0.015 1.984
O -0.654 -2.304 -0.379 -0.677
O -2.460 -0.326 1.214 -0.968
O -2.970 0.553 -0.945 -0.944
C -0.905 1.705 0.335 -0.670
C 2.143 -0.672 0.060 -0.613
C 0.625 -0.297 0.213 -0.313
C 0.436 1.170 -0.255 -0.398
C -0.331 -1.042 -0.613 0.072
H 1.298 1.798 0.200 0.227
H 2.364 -0.924 -0.977 0.223
H -1.231 2.534 -0.216 0.247
H 0.306 -0.392 1.201 0.216
H -0.331 -1.011 -1.708 0.204
H -0.984 1.916 1.462 0.250
H 2.070 -1.640 0.570 0.211
H 2.773 0.053 0.687 0.227
H 0.480 1.231 -1.431 0.228
H -0.675 -2.614 0.567 0.494
```

The SMILES is C[C@H]1CCS(=O)(=O)[C@@H]1O. As for the largest force on an atom: 4.2 eV/Å. Its spin multiplicity is 1. The calculation puts the frontier orbital gap at 9.56 eV. Its energy above the lowest of the compared OMol25 structures with the same formula, charge and spin is 52.6 kcal/mol. The electronic energy is -22322.578 eV.